[1]
{
  "formula": "C34H36N2O7",
  "method": "ωB97M-V/def2-TZVPD",
  "e_homo_ha": -0.232,
  "largest_force_ev_per_a": 3.7,
  "gap_ev": 6.88,
  "mol_weight_g_mol": 584.7,
  "relative_energy_kj_mol": 0.0,
  "energy_ev": -53152.2899,
  "species": ["C", "O", "C", "C", "C", "C", "C", "O", "C", "C", "N", "C", "C", "C", "C", "C", "C", "C", "C", "C", "C", "O", "N", "C", "C", "C", "H", "H", "H", "H", "H", "H", "H", "H", "H", "H", "H", "H", "H", "H", "H", "H", "H", "H", "H", "H", "H", "C", "C", "O", "C", "C", "C", "O", "O", "C", "C", "C", "C", "C", "C", "C", "C", "O", "H", "H", "H", "H", "H", "H", "H", "H", "H", "H", "H", "H", "H", "H", "H"],
  "positions_angstrom": [[-0.22483, -4.77947, -2.23705], [-1.02482, -3.67205, -1.78640], [-1.79572, -3.02690, -2.69069], [-1.66044, -3.08245, -4.09015], [-2.52630, -2.32165, -4.87769], [-3.52246, -1.52103, -4.31931], [-3.64675, -1.47330, -2.91597], [-4.45160, -0.65002, -2.20115], [-5.23808, 0.32346, -2.91539], [-2.79696, -2.23843, -2.13076], [-2.89551, -2.11461, -0.70259], [-1.90770, -1.70198, 0.13476], [-0.70640, -0.99571, -0.36297], [0.45786, -1.16636, 0.43014], [1.73378, -0.38191, 0.37038], [2.71910, -0.86941, 1.49160], [4.08855, -0.60127, 1.41957], [4.91173, -0.76945, 2.53268], [4.44770, -1.49675, 3.63070], [3.13273, -1.96977, 3.61877], [2.26066, -1.58200, 2.59469], [-0.81576, -0.41199, -1.46426], [-2.33483, -1.94705, 1.39605], [-1.59045, -1.79401, 2.63396], [-3.61145, -2.49581, 1.33966], [-3.96998, -2.56779, 0.04960], [0.20935, -5.19191, -1.32671], [-0.84167, -5.53748, -2.74318], [0.56521, -4.43591, -2.91908], [-0.88302, -3.70926, -4.53261], [-2.41633, -2.35292, -5.96228], [-4.18665, -0.91651, -4.94033], [-5.79825, 0.83837, -2.13433], [-4.58751, 1.03102, -3.45182], [-5.91982, -0.16554, -3.62618], [0.47756, -2.16265, 0.88379], [2.21884, -0.59882, -0.60055], [4.52409, -0.20317, 0.50663], [5.90972, -0.33228, 2.54633], [5.08530, -1.66461, 4.50459], [2.74438, -2.59435, 4.42281], [1.21080, -1.85065, 2.67211], [-2.31754, -1.75260, 3.45064], [-0.93674, -2.66167, 2.80434], [-0.98564, -0.88093, 2.63450], [-4.12883, -2.77759, 2.24180], [-4.87392, -2.91961, -0.41774], [-1.17998, 4.14856, 2.86802], [-0.31083, 2.94869, 3.13091], [0.28448, 2.62048, 1.83252], [0.82418, 1.39579, 1.78523], [1.53525, 1.06215, 0.45238], [0.78234, 1.60327, -0.79802], [1.22740, 1.49067, -1.93527], [-0.38993, 2.21213, -0.59469], [-0.88425, 2.81657, -1.81877], [-2.15551, 3.52692, -1.45753], [2.88798, 1.82635, 0.40649], [3.67249, 1.69342, -0.74946], [4.98588, 2.16888, -0.78968], [5.53356, 2.78437, 0.34126], [4.74329, 2.95198, 1.47659], [3.41705, 2.49194, 1.50935], [0.79440, 0.65719, 2.76179], [-1.67506, 4.48034, 3.78612], [-0.59966, 4.99111, 2.47496], [-1.96582, 3.89845, 2.14553], [0.51018, 3.16903, 3.83270], [-0.90108, 2.08768, 3.48061], [-0.12781, 3.52338, -2.18750], [-1.03994, 2.00992, -2.54141], [-2.55233, 4.00098, -2.36070], [-2.91034, 2.83200, -1.07090], [-1.97550, 4.31376, -0.71372], [3.24480, 1.21787, -1.62935], [5.56065, 2.03654, -1.70857], [6.57906, 3.10312, 0.33407], [5.15747, 3.43327, 2.36296], [2.82615, 2.64997, 2.41319]]
}

***

[2]
{
  "formula": "C3H12O3S2",
  "method": "ωB97M-V/def2-TZVPD",
  "total_charge": 1,
  "e_homo_ha": [-0.487, -0.487],
  "largest_force_ev_per_a": 6.1,
  "gap_ev": [7.72, 4.23],
  "mol_weight_g_mol": 160.3,
  "spin_multiplicity": 2,
  "relative_energy_kj_mol": 161.4,
  "s2": 0.76,
  "energy_ev": -31108.1936,
  "species": ["C", "C", "O", "C", "S", "S", "H", "H", "H", "H", "H", "H", "H", "H", "H", "H", "O", "H", "H", "O"],
  "positions_angstrom": [[-0.68617, 0.87124, 0.10054], [0.35336, -0.15942, -0.51735], [-0.21039, -1.47600, -0.47368], [-1.95045, 0.74757, -0.59822], [-2.97603, 2.34394, -0.68826], [-1.78872, 3.96108, -1.21590], [-0.23526, 1.83068, -0.13482], [-0.74460, 0.84591, 1.16620], [0.60471, 0.29278, -1.52184], [1.22369, -0.09794, 0.12653], [-1.09929, -1.50589, -0.13078], [-2.51299, -0.04365, 0.00088], [-1.88508, 0.31085, -1.65782], [-1.25467, 3.59039, -2.37359], [1.05752, -1.80764, 2.54594], [0.48878, -1.93614, 1.10315], [1.10290, -2.33409, 1.81142], [4.02609, -2.35523, 0.79725], [2.81999, -1.56704, 0.93711], [3.66660, -1.51140, 0.72326]]
}

***

[3]
{
  "formula": "H80O40",
  "method": "ωB97M-V/def2-TZVPD",
  "e_homo_ha": -0.370,
  "largest_force_ev_per_a": 3.2,
  "gap_ev": 9.60,
  "mol_weight_g_mol": 720.6,
  "relative_energy_kj_mol": 695.8,
  "energy_ev": -83198.6035,
  "species": ["H", "H", "O", "H", "H", "O", "H", "H", "O", "H", "H", "O", "H", "H", "O", "H", "O", "H", "O", "H", "H", "O", "H", "H", "O", "H", "H", "O", "H", "H", "O", "H", "O", "H", "H", "O", "H", "H", "O", "H", "H", "O", "H", "H", "O", "H", "H", "O", "H", "H", "O", "H", "O", "H", "H", "O", "H", "O", "H", "H", "O", "H", "H", "O", "H", "H", "O", "H", "H", "O", "H", "H", "O", "H", "H", "O", "H", "H", "O", "H", "H", "O", "H", "H", "O", "H", "H", "O", "H", "O", "H", "H", "O", "H", "H", "H", "H", "H", "H", "O", "H", "H", "O", "H", "H", "O", "H", "H", "O", "H", "H", "O", "H", "H", "O", "H", "H", "O", "H", "H"],
  "positions_angstrom": [[0.43135, 4.64827, 0.50133], [0.51150, 5.98070, -0.20695], [0.03417, 5.14442, -0.25209], [-4.74095, -0.97190, 3.15900], [-3.45629, -0.55184, 3.14516], [-4.29301, -0.13146, 3.44229], [1.62515, 4.79248, -3.60347], [0.80859, 5.06536, -2.33438], [1.70935, 4.91668, -2.66067], [0.40874, 1.21785, -6.94639], [0.97980, -0.03126, -6.19962], [0.19918, 0.33381, -6.63895], [3.89515, -1.31246, 2.87024], [3.06200, -2.24408, 3.97244], [3.31215, -2.04530, 3.07299], [-2.62342, -0.42690, -5.13978], [-1.93720, -1.08579, -5.13409], [2.36712, -0.81498, 0.92010], [3.07985, -1.31541, 0.50041], [-0.21612, 1.51383, -1.46701], [0.07864, 1.57476, -0.08363], [-0.66544, 1.28198, -0.64042], [0.52135, -3.29812, 3.92128], [-0.38371, -2.39684, 3.09991], [-0.41224, -3.10153, 3.77042], [-0.95082, -5.94979, 0.83215], [-0.07213, -6.85172, -0.01431], [-0.75211, -6.17322, -0.10273], [-2.81183, 1.08535, 2.39393], [-1.72629, 1.16526, 1.56531], [-1.87381, 1.23260, 2.53097], [-1.36018, -4.46956, 2.71077], [-1.85063, -5.04114, 2.08651], [2.77685, -4.97772, 3.12357], [2.68983, -4.66077, 4.61841], [2.25042, -4.54122, 3.77266], [0.56566, 3.92880, 2.74471], [-0.02346, 5.21471, 2.30884], [0.81698, 4.74547, 2.26197], [1.84653, 3.08880, -2.82604], [1.09240, 1.77796, -3.11859], [1.87009, 2.13521, -2.73035], [-4.73587, 0.88835, 1.43824], [-5.92765, 1.67995, 2.13796], [-5.38132, 1.62235, 1.35593], [-4.67221, -1.34221, -3.13560], [-3.60192, -0.39289, -3.28523], [-3.73790, -1.28823, -2.94667], [1.09540, -4.58068, -1.23580], [2.03707, -4.10082, -0.46166], [1.99786, -4.22442, -1.41034], [5.54349, 2.72372, -1.38080], [4.62605, 2.42409, -1.43859], [3.79234, 4.15268, -3.77062], [3.68097, 2.64715, -3.95153], [3.68109, 3.46484, -4.43790], [-2.43689, -2.73290, 0.10646], [-2.46368, -2.65397, 1.08824], [1.76866, -2.26373, -3.31815], [2.25069, -0.81882, -3.62294], [1.50085, -1.33667, -3.38910], [1.21382, -1.02653, -1.26169], [-0.35417, -1.15305, -0.96295], [0.51229, -1.56444, -0.87789], [-3.88877, -0.85248, 0.77933], [-3.33296, 0.24635, -0.25621], [-3.50568, 0.01725, 0.66551], [3.06842, -4.15136, 2.09901], [4.31624, -4.07241, 1.30154], [3.43531, -4.44537, 1.25325], [1.60340, 1.05986, 4.11071], [1.84476, 1.34110, 2.48413], [2.00057, 1.50373, 3.39666], [-0.87842, -0.34093, -3.67339], [-0.55409, 0.85145, -4.59402], [-0.57855, 0.57417, -3.69547], [-4.58985, 4.16026, 0.86172], [-3.62409, 3.57605, -0.09322], [-3.68193, 4.28531, 0.55993], [3.21166, 5.27497, -1.39842], [3.76734, 3.88646, -1.02562], [3.97196, 4.85268, -0.97486], [-3.10596, 2.76360, 3.10281], [-3.05488, 3.64262, 4.29612], [-3.64592, 3.01947, 3.86964], [1.08200, 3.01655, -5.35934], [-0.01142, 3.77519, -4.54663], [0.91811, 3.54795, -4.57607], [4.66266, -0.18357, 2.06691], [5.15446, 0.15446, 2.79566], [-1.83957, -0.85380, 6.06430], [-0.81184, -1.84123, 5.57352], [-0.88661, -0.99489, 5.99597], [4.47116, 2.04070, -0.55486], [-1.47755, -0.98350, -5.99287], [-2.70491, -3.45276, 1.57285], [2.68348, -2.18851, 0.60100], [-2.37229, -5.75340, 2.46335], [6.09721, 0.27335, 2.72981], [-5.47594, -2.06306, 1.48336], [-6.12950, -2.69588, 1.69403], [-5.93592, -1.68640, 0.72775], [-4.41561, 2.58744, -2.17300], [-3.84825, 3.35892, -2.29365], [-4.81314, 2.82779, -1.34420], [0.28487, -1.53481, 1.76012], [-0.19203, -0.69208, 1.67817], [0.23782, -1.75755, 0.80009], [2.59237, 1.48537, 0.05010], [2.59405, 1.92005, -0.81864], [2.63947, 0.56916, -0.26888], [-0.30651, 2.90929, 4.02603], [0.20544, 2.39863, 4.64567], [-0.40821, 2.40457, 3.21539], [3.95194, -3.51904, -3.89545], [3.42765, -4.01994, -3.24889], [4.42864, -2.97209, -3.25097], [-1.64581, -3.84078, -1.14585], [-0.81056, -3.51860, -1.51079], [-1.29640, -4.48539, -0.49844]]
}

***

[4]
{
  "formula": "C5H8OS",
  "method": "ωB97M-V/def2-TZVPD",
  "e_homo_ha": -0.312,
  "largest_force_ev_per_a": 6.0,
  "gap_ev": 9.04,
  "mol_weight_g_mol": 116.2,
  "relative_energy_kj_mol": 697.5,
  "energy_ev": -18190.0737,
  "species": ["C", "C", "C", "C", "C", "H", "H", "H", "H", "H", "H", "H", "H", "O", "S"],
  "positions_angstrom": [[-1.23813, 1.49284, -0.01639], [0.02404, -1.09594, -0.25028], [1.73969, 0.48547, -0.53770], [1.57680, 0.40115, 0.84141], [0.74542, -0.65359, 1.06777], [0.32207, 1.70135, 0.44137], [-2.09907, 2.01522, 0.97181], [-1.32679, 1.64622, -1.37378], [0.09584, -2.10416, -0.34243], [2.52487, 0.01400, -0.94719], [1.44239, 1.51033, -0.73014], [2.11141, 0.97133, 1.66374], [0.38047, -1.07868, 2.06088], [0.62046, -0.33611, -1.20236], [-1.59386, -0.36040, 0.07786]]
}